Record 1
Formula: C26H25N6O4STb
Source: OMol25
Level of theory: ωB97M-V/def2-TZVPD

The geometry in XYZ format:
```
63
Properties=species:S:1:pos:R:3
Tb -0.278 0.052 -0.055
C -0.234 -0.822 4.618
C -0.321 -0.967 3.231
N -0.183 0.045 2.376
C 0.079 1.291 2.889
C 0.141 1.530 4.295
C -0.020 0.424 5.152
C 0.338 2.839 4.777
C 0.382 3.886 3.889
C 0.357 3.668 2.513
C 0.288 2.386 1.974
N 0.321 2.068 0.633
C 0.768 2.935 -0.345
C 1.697 3.957 -0.170
C 2.032 4.824 -1.210
C 1.433 4.727 -2.440
C 0.529 3.677 -2.696
C -0.114 3.507 -3.939
C -0.966 2.448 -4.127
C -1.158 1.541 -3.081
N -0.580 1.655 -1.889
C 0.234 2.735 -1.668
H -0.346 -1.689 5.248
H -0.514 -1.949 2.805
H 0.026 0.577 6.221
H 0.426 3.008 5.839
H 0.453 4.898 4.253
H 0.378 4.517 1.850
H 2.186 4.075 0.782
H 2.761 5.599 -1.028
H 1.655 5.430 -3.226
H 0.065 4.227 -4.722
H -1.481 2.307 -5.064
H -1.831 0.700 -3.211
C -3.537 -3.350 0.941
C -3.330 -3.127 -0.542
S -1.627 -2.545 -0.856
O -1.649 -1.240 -1.525
O -0.873 -2.391 0.383
C -0.810 -3.724 -2.011
C 0.720 -3.883 -1.909
N 1.355 -2.773 -1.236
C 1.433 -1.502 -1.703
N 1.854 -0.667 -0.756
C 2.093 -1.425 0.359
C 1.792 -2.739 0.076
N 1.809 -3.822 1.007
O 2.136 -3.528 2.132
O 1.476 -4.921 0.611
C 1.186 -1.081 -3.107
H -4.469 -3.886 1.103
H -3.587 -2.409 1.484
H -2.728 -3.947 1.355
H -3.992 -2.369 -0.957
H -3.448 -4.050 -1.107
H -1.120 -3.354 -2.986
H -1.281 -4.688 -1.834
H 1.133 -3.978 -2.919
H 0.970 -4.788 -1.343
H 2.559 -1.029 1.252
H 1.711 -1.739 -3.802
H 1.581 -0.072 -3.230
H 0.123 -1.079 -3.355
```

Results
E_tot (eV): -77754.6633
F_max (eV/Å): 1.8
Net charge: +2
Gap between HOMO and LUMO (spin up / spin down) (eV): 5.6 / 5.6
Multiplicity: 7


Record 2
Formula: C26H25NO
Source: OMol25
Level of theory: ωB97M-V/def2-TZVPD

The geometry in XYZ format:
```
53
Properties=species:S:1:pos:R:3
C 3.417 -0.423 2.498
C 2.128 0.139 1.921
C 0.994 -0.744 2.012
C -0.344 -0.332 2.230
C -0.764 1.033 2.236
C -1.997 1.380 2.777
C -2.881 0.390 3.237
C -2.557 -0.966 3.062
C -1.329 -1.325 2.526
O 2.101 1.243 1.348
H 3.652 -1.413 2.077
H 4.234 0.274 2.298
H 3.315 -0.551 3.584
H 1.207 -1.800 2.194
H -0.082 1.786 1.841
H -2.279 2.432 2.847
H -3.817 0.670 3.715
H -3.272 -1.739 3.352
H -1.076 -2.375 2.351
C 6.146 -0.050 -1.455
N 4.744 -0.305 -1.735
C 3.825 -0.605 -0.787
C 2.579 -0.917 -1.395
C 1.435 -1.400 -0.753
C 0.149 -1.506 -1.385
C -0.354 -0.500 -2.257
C -1.478 -0.736 -3.037
C -2.158 -1.958 -2.964
C -3.281 -2.241 -3.913
C -1.756 -2.897 -2.005
C -0.667 -2.652 -1.184
C 2.819 -0.795 -2.844
C 2.107 -1.167 -3.973
C 2.684 -0.984 -5.239
C 4.001 -0.519 -5.373
C 4.780 -0.223 -4.238
C 4.159 -0.367 -3.004
H 6.625 0.286 -2.376
H 6.239 0.727 -0.686
H 6.655 -0.956 -1.089
H 4.082 -0.567 0.263
H 1.600 -1.929 0.186
H 0.179 0.451 -2.320
H -1.824 0.021 -3.744
H -3.711 -3.228 -3.721
H -4.074 -1.490 -3.817
H -2.942 -2.214 -4.958
H -2.303 -3.837 -1.921
H -0.368 -3.367 -0.414
H 1.120 -1.606 -3.862
H 2.105 -1.220 -6.131
H 4.427 -0.391 -6.368
H 5.817 0.110 -4.295
```

Results
E_tot (eV): -30902.6837
Energy above the lowest of the compared OMol25 structures with the same formula, charge and spin (kcal/mol): 16.0
F_max (eV/Å): 1.4
Gap between HOMO and LUMO (eV): 4.4